{
  "formula": "C4H41NO15",
  "method": "wB97M-V/def2-TZVPD",
  "energy_ha": -1360.21110,
  "spin_multiplicity": 1,
  "charge": 0,
  "relative_energy_kj_mol": 532.76,
  "largest_force_ev_per_a": 7.89,
  "symbols": ["O", "O", "H", "H", "H", "O", "H", "H", "H", "H", "N", "H", "C", "H", "C", "O", "H", "H", "O", "H", "H", "O", "O", "H", "H", "H", "H", "H", "C", "H", "O", "H", "H", "H", "H", "H", "H", "H", "H", "H", "O", "H", "H", "O", "O", "H", "H", "H", "H", "H", "H", "O", "C", "H", "O", "O", "H", "O", "H", "H", "H"],
  "coordinates": [[-1.1947, 0.5386, -3.6994], [3.9344, -1.1575, -1.4910], [-0.8802, 3.1371, -1.9247], [0.9536, -0.3248, -0.0415], [0.5428, -2.1756, 3.5093], [-2.2859, -0.8311, 4.6060], [4.4880, -1.0552, 0.2738], [2.0053, 0.5025, 2.3078], [1.6976, 3.5789, 0.4697], [2.7260, -0.4842, 3.3440], [-1.1678, -0.5314, 1.4116], [-1.7924, -3.8629, 2.4892], [-2.5011, -0.0605, -0.6436], [4.1204, -1.7050, 1.6019], [0.1838, 0.0245, -0.7247], [1.8237, 2.2652, -3.5067], [-2.4888, -1.2288, -0.7281], [-0.9102, 0.0864, -2.8671], [-0.2656, 3.6531, -1.2194], [2.1454, -0.7277, -4.0679], [-0.5041, 2.7888, -4.1468], [-3.6891, -1.7633, 2.4295], [2.2535, -1.5640, -3.6157], [1.7172, 4.7585, -0.2407], [-0.8685, 4.3841, -1.1715], [-0.1898, -0.8117, 1.7907], [-1.8071, -0.0079, -4.0291], [-3.7998, 1.3411, 0.5564], [-3.8431, 0.4877, -0.0724], [-2.7601, -3.1249, 1.6960], [0.7755, -3.2953, 0.5617], [-3.1429, -1.3009, 3.1430], [3.5504, 1.8860, -0.1201], [-4.5551, -1.4099, 2.5579], [-4.4984, 0.8516, -0.8127], [-4.4016, -0.1738, 0.6023], [-1.7924, 2.3528, -3.5137], [-1.8933, 0.0571, 4.1714], [1.6078, -1.5238, -2.9496], [3.2821, 0.4062, 0.6546], [2.9641, 1.1394, 0.0534], [1.4169, 2.3235, -2.7015], [0.4956, 1.0342, -1.1401], [-2.0577, -3.7700, 1.5931], [0.0818, -1.4319, 3.8709], [-0.0931, -0.7128, -1.4945], [2.5261, 1.5556, -3.4028], [-1.7348, -1.3661, 1.2200], [0.7137, -0.5496, 3.7206], [0.9527, -4.1634, 0.1889], [4.3679, -1.5618, -2.2632], [2.0124, 0.0382, 3.1271], [-1.1983, 0.2214, 0.1690], [-2.1630, 0.2402, -1.7128], [1.8440, 4.4339, 0.5530], [4.1308, -0.9127, 1.1513], [-0.1504, -3.1219, 0.7177], [-1.3257, 3.1513, -3.6445], [-1.3539, 1.2029, 0.5544], [-1.6253, -1.4816, 4.6283], [3.6206, -0.2487, -1.7782]]
}

=====

{
  "formula": "C4H2O7S",
  "method": "wB97M-V/def2-TZVPD",
  "energy_ha": -1078.47013,
  "spin_multiplicity": 1,
  "charge": -2,
  "smiles": "O=C([O-])C([O-])=S(=O)=C(O)C(=O)O",
  "relative_energy_kj_mol": 220.77,
  "largest_force_ev_per_a": 5.46,
  "symbols": ["C", "O", "H", "C", "C", "O", "S", "C", "O", "O", "O", "O", "O", "H"],
  "coordinates": [[-0.1141, 1.0267, -1.8681], [2.3356, -0.2660, -0.2023], [-1.6872, -1.1235, -0.4030], [-0.2479, -0.1547, -1.1652], [0.3084, 0.1752, 1.5778], [1.1339, 1.5931, -1.7669], [0.9789, -0.8792, 0.0506], [-0.7398, -0.8203, 2.2225], [-0.9524, -0.6269, 3.4097], [0.7697, 1.2687, 1.7859], [-1.3090, -1.1074, -1.2296], [-0.9479, 1.5384, -2.6532], [-1.1675, -1.6944, 1.4883], [1.6394, 1.0703, -1.2465]]
}

=====

{
  "formula": "C8H24O4",
  "method": "wB97M-V/def2-TZVPD",
  "energy_ha": -619.71852,
  "spin_multiplicity": 2,
  "charge": 1,
  "s2": 0.75,
  "relative_energy_kj_mol": 181.88,
  "largest_force_ev_per_a": 3.51,
  "symbols": ["H", "C", "C", "H", "H", "H", "H", "H", "C", "H", "H", "H", "C", "H", "C", "C", "H", "O", "H", "H", "C", "O", "C", "H", "H", "H", "H", "H", "H", "H", "O", "H", "O", "H", "H", "H"],
  "coordinates": [[8.3044, 15.7510, 16.8485], [0.3708, 17.7559, 25.1372], [3.7709, 17.1476, 20.7965], [1.9635, 17.1275, 23.6829], [5.6393, 17.2737, 16.8413], [3.8732, 16.0829, 20.5866], [3.1165, 17.3504, 21.6443], [1.1183, 18.4869, 23.2165], [7.2348, 15.7092, 17.0545], [2.3078, 18.7242, 24.4717], [3.1905, 18.9975, 19.6054], [-1.8999, 18.5202, 20.7347], [6.7068, 17.0840, 16.7292], [0.6347, 16.9358, 25.8049], [-0.6779, 16.7962, 21.2276], [-0.9771, 18.2936, 21.2688], [5.8218, 15.1456, 18.2076], [6.7284, 15.4236, 18.3572], [4.7512, 17.4997, 21.1176], [-0.7314, 19.0801, 26.0078], [3.2995, 17.9144, 19.5500], [0.0929, 18.8610, 20.5170], [1.5422, 18.0358, 24.1137], [7.1996, 17.6866, 17.4921], [6.9145, 15.0369, 16.2585], [1.3110, 17.8457, 19.5975], [4.0281, 17.7900, 18.7489], [0.4039, 16.8478, 21.3511], [-0.5310, 17.5878, 24.5483], [7.0372, 17.5436, 15.7977], [0.2071, 18.8797, 25.9813], [-0.9328, 16.3711, 20.2568], [1.9934, 17.3926, 19.0969], [-1.1907, 16.2310, 22.0057], [-0.9580, 18.7520, 22.2575], [0.2474, 19.7879, 20.7131]]
}

=====

What did the third record say?
{
  "formula": "C8H24O4",
  "method": "wB97M-V/def2-TZVPD",
  "energy_ha": -619.71852,
  "spin_multiplicity": 2,
  "charge": 1,
  "s2": 0.75,
  "relative_energy_kj_mol": 181.88,
  "largest_force_ev_per_a": 3.51,
  "symbols": ["H", "C", "C", "H", "H", "H", "H", "H", "C", "H", "H", "H", "C", "H", "C", "C", "H", "O", "H", "H", "C", "O", "C", "H", "H", "H", "H", "H", "H", "H", "O", "H", "O", "H", "H", "H"],
  "coordinates": [[8.3044, 15.7510, 16.8485], [0.3708, 17.7559, 25.1372], [3.7709, 17.1476, 20.7965], [1.9635, 17.1275, 23.6829], [5.6393, 17.2737, 16.8413], [3.8732, 16.0829, 20.5866], [3.1165, 17.3504, 21.6443], [1.1183, 18.4869, 23.2165], [7.2348, 15.7092, 17.0545], [2.3078, 18.7242, 24.4717], [3.1905, 18.9975, 19.6054], [-1.8999, 18.5202, 20.7347], [6.7068, 17.0840, 16.7292], [0.6347, 16.9358, 25.8049], [-0.6779, 16.7962, 21.2276], [-0.9771, 18.2936, 21.2688], [5.8218, 15.1456, 18.2076], [6.7284, 15.4236, 18.3572], [4.7512, 17.4997, 21.1176], [-0.7314, 19.0801, 26.0078], [3.2995, 17.9144, 19.5500], [0.0929, 18.8610, 20.5170], [1.5422, 18.0358, 24.1137], [7.1996, 17.6866, 17.4921], [6.9145, 15.0369, 16.2585], [1.3110, 17.8457, 19.5975], [4.0281, 17.7900, 18.7489], [0.4039, 16.8478, 21.3511], [-0.5310, 17.5878, 24.5483], [7.0372, 17.5436, 15.7977], [0.2071, 18.8797, 25.9813], [-0.9328, 16.3711, 20.2568], [1.9934, 17.3926, 19.0969], [-1.1907, 16.2310, 22.0057], [-0.9580, 18.7520, 22.2575], [0.2474, 19.7879, 20.7131]]
}